No. 1
Here is a molecular structure, C10H18Si at a distorted geometry from the Open Molecules 2025 dataset. Energies are from wB97M-V/def2-TZVPD.

Last column: Löwdin charge in e.
Geometry (Å):
C (-0.56838, 0.42375, -1.95349)  -0.20
C (0.87788, 0.19866, -1.77933)  -0.34
C (-0.85494, 1.29574, -2.99295)  -0.06
C (1.51191, 1.12650, -2.80563)  -0.06
C (0.46001, 1.48164, -3.56879)  -0.15
C (-1.14237, -1.85207, 1.31196)  -0.07
C (-0.04129, -0.21329, 2.75145)  -0.14
C (-1.95555, 0.59474, 1.38255)  -0.10
C (2.28285, -0.71410, 0.47309)  -0.21
C (-0.74919, -0.30353, 1.42702)  -0.61
Si (0.73623, 0.24761, 0.19248)  0.75
H (-1.36330, 0.03929, -1.27350)  0.09
H (1.16225, -0.86450, -1.89257)  0.13
H (-1.89045, 1.81201, -3.21016)  0.14
H (2.45567, 1.15846, -3.20479)  0.07
H (0.74337, 1.98301, -4.48808)  0.10
H (-0.34306, -2.48451, 1.71720)  0.08
H (-2.15339, -1.97605, 1.79187)  0.10
H (-1.19337, -2.13697, 0.34604)  0.01
H (0.98616, -0.62358, 2.56052)  0.07
H (-0.44882, -0.86339, 3.47910)  0.07
H (-0.04474, 0.74092, 3.16902)  0.06
H (-2.75470, 0.34135, 1.99825)  0.07
H (-1.72391, 1.55179, 1.62443)  0.04
H (-2.39515, 0.61433, 0.38741)  0.07
H (1.82100, -1.65376, 0.57520)  0.02
H (2.96790, -0.95155, -0.27552)  0.02
H (2.85940, -0.58404, 1.34587)  0.02
H (0.75797, 1.61155, 0.91138)  0.03

Summary:
Energy above the lowest of the compared OMol25 structures with the same formula, charge and spin ... 350.01 kJ/mol
HOMO level ... -8.5 eV
E_LUMO ... 0.030 hartree
Frontier orbital gap ... 9.3 eV
Largest force on an atom ... 0.0855 hartree/bohr

=====

No. 2
Here is 7 unconnected molecules or ions with the total composition C39H51N7O3S at a distorted geometry from the Open Molecules 2025 dataset. Energies are from wB97M-V/def2-TZVPD.

Last column: Löwdin charge in e.
Geometry (Å):
C (2.20616, -6.14090, 0.05258)  -0.10
C (0.90694, -6.30808, -0.76915)  -0.22
C (0.28340, -4.99215, -1.25335)  -0.15
C (-0.51174, -4.24445, -0.21209)  -0.12
C (-0.10002, -3.94446, 1.02111)  0.07
C (-1.03975, -3.23587, 1.93972)  -0.32
O (-1.05392, -3.43154, 3.13401)  0.12
C (-1.99374, -2.27334, 1.29141)  -0.10
C (-2.42021, -1.07233, 2.08453)  -0.11
C (-1.34878, 0.05033, 2.00008)  -0.22
C (-1.87256, 1.26035, 1.20048)  -0.52
S (-0.56312, 1.80811, 0.05892)  0.76
C (-2.40644, -2.55104, 0.04993)  -0.09
C (-3.35012, -1.69974, -0.76132)  -0.10
C (-4.83708, -2.01897, -0.52658)  -0.07
C (-5.60705, -0.86088, 0.09015)  -0.49
N (-6.93063, -1.17290, 0.42205)  0.14
O (-5.16783, 0.26208, 0.22684)  0.05
C (-1.90982, -3.81845, -0.57555)  -0.28
O (-2.59769, -4.46354, -1.33505)  0.13
H (2.06412, -6.48461, 1.07759)  0.07
H (3.03755, -6.68954, -0.38629)  0.06
H (2.51701, -5.09415, 0.10655)  0.06
H (1.12383, -6.91215, -1.65029)  0.10
H (0.16145, -6.82546, -0.16507)  0.11
H (1.06440, -4.31379, -1.61838)  0.11
H (-0.36677, -5.19120, -2.10693)  0.11
H (0.87198, -4.21656, 1.41221)  0.12
H (-3.36479, -0.69926, 1.69880)  0.09
H (-2.53029, -1.38036, 3.12577)  0.12
H (-1.00240, 0.34557, 2.98943)  0.12
H (-0.46360, -0.33446, 1.48332)  0.08
H (-2.73940, 0.98213, 0.60795)  0.03
H (-2.10611, 2.08628, 1.86745)  0.06
H (-0.73366, 3.13507, -0.00652)  -0.14
H (-3.16277, -0.65548, -0.51361)  0.09
H (-3.10334, -1.80674, -1.81801)  0.13
H (-5.34578, -2.28226, -1.45450)  0.13
H (-4.92162, -2.87449, 0.14790)  0.13
H (-6.97428, -2.09543, 0.84351)  0.10
H (-7.27707, -0.46256, 1.06043)  0.10
C (4.03792, -0.99957, -1.41956)  -0.11
C (4.67103, 0.26330, -1.27297)  -0.11
C (3.72303, 1.13951, -0.80400)  -0.14
N (2.55049, 0.45652, -0.66627)  0.01
C (2.73014, -0.84376, -1.03806)  -0.14
H (4.49471, -1.91647, -1.75556)  0.07
H (5.70388, 0.49016, -1.48461)  0.09
H (3.77983, 2.18454, -0.54923)  0.10
H (1.67733, 0.83524, -0.33312)  0.03
H (1.91445, -1.54725, -0.99133)  0.10
C (6.09931, 5.80715, -2.29539)  -0.11
C (6.84954, 5.77545, -1.08790)  -0.11
C (6.76098, 4.50352, -0.58670)  -0.14
N (5.98640, 3.77002, -1.44308)  0.01
C (5.57981, 4.55464, -2.48673)  -0.14
H (5.95648, 6.65318, -2.94659)  0.09
H (7.38669, 6.59330, -0.63733)  0.08
H (7.17587, 4.06117, 0.30252)  0.10
H (5.75429, 2.80180, -1.32655)  0.10
H (4.95962, 4.15616, -3.27135)  0.11
C (4.35409, -5.29920, -5.14832)  -0.11
C (4.83618, -5.60835, -3.84746)  -0.11
C (4.37522, -4.63556, -3.00076)  -0.16
N (3.63380, -3.75425, -3.73908)  0.01
C (3.61734, -4.14910, -5.04804)  -0.14
H (4.53071, -5.85613, -6.05307)  0.09
H (5.45193, -6.44657, -3.56732)  0.09
H (4.51132, -4.49609, -1.94167)  0.10
H (3.17839, -2.93649, -3.37404)  0.12
H (3.08558, -3.58202, -5.79248)  0.11
C (9.28370, 7.14532, 3.48020)  -0.11
C (8.94955, 5.88541, 2.91175)  -0.11
C (9.29278, 5.93200, 1.58726)  -0.16
N (9.82088, 7.16803, 1.33471)  0.00
C (9.81842, 7.91429, 2.48179)  -0.14
H (9.14572, 7.45081, 4.50375)  0.09
H (8.50702, 5.04394, 3.41821)  0.09
H (9.21025, 5.19727, 0.80532)  0.09
H (10.15583, 7.48010, 0.44216)  0.14
H (10.19572, 8.92233, 2.48994)  0.10
C (-12.28454, -1.27414, 2.33596)  -0.11
C (-11.52911, -1.96025, 3.32574)  -0.11
C (-10.21664, -1.91501, 2.94098)  -0.15
N (-10.15087, -1.22914, 1.75724)  0.00
C (-11.40648, -0.83496, 1.38238)  -0.14
H (-13.35057, -1.12175, 2.32651)  0.09
H (-11.90720, -2.43193, 4.21702)  0.09
H (-9.32974, -2.30944, 3.40739)  0.10
H (-9.31258, -1.04254, 1.24120)  0.10
H (-11.56632, -0.27917, 0.47463)  0.11
C (-5.10985, 5.53828, 0.05764)  -0.11
C (-4.34525, 5.31911, 1.23579)  -0.11
C (-4.38622, 3.97586, 1.49922)  -0.15
N (-5.13475, 3.37440, 0.52475)  0.02
C (-5.58102, 4.31998, -0.35603)  -0.14
H (-5.28887, 6.48099, -0.43152)  0.09
H (-3.82575, 6.06075, 1.81918)  0.09
H (-3.94273, 3.39685, 2.29112)  0.10
H (-5.32246, 2.38767, 0.46252)  0.10
H (-6.18974, 4.04733, -1.20084)  0.10

Summary:
HOMO level ... -8.3 eV
E_LUMO ... -0.041 hartree
Frontier orbital gap ... 7.1 eV
Largest force on an atom ... 0.0216 hartree/bohr
SMILES ... CCCC1=CC(=O)C(CCCS)=C(CCC(N)=O)C1=O.c1cc[nH]c1.c1cc[nH]c1.c1cc[nH]c1.c1cc[nH]c1.c1cc[nH]c1.c1cc[nH]c1

=====

No. 3
Here is a molecular structure, C32H60AsBF6HgN8 at a distorted geometry from the Open Molecules 2025 dataset. Energies are from wB97M-V/def2-TZVPD.

Last column: Löwdin charge in e.
Geometry (Å):
Hg (0.46708, -0.14109, -0.10966)  0.83
B (1.30341, 1.32083, 1.26514)  -0.10
H (4.39763, -5.10632, 7.13179)  -0.02
H (-5.92806, 5.83902, 0.00600)  0.09
H (1.37397, -0.85517, 7.95912)  0.18
H (-7.73173, 1.48691, -4.18549)  0.05
As (3.57087, -0.58524, -3.60834)  0.59
F (2.81506, 0.19087, -2.14981)  -0.35
F (4.94885, -0.84769, -2.64299)  -0.22
F (4.19414, -1.24356, -4.88477)  -0.12
F (2.07210, -0.22312, -4.43281)  -0.26
F (4.09386, 0.98332, -4.04599)  -0.23
F (2.79695, -2.02509, -3.16786)  -0.23
C (5.55472, 2.91093, -0.40822)  -0.12
C (5.91828, 1.88555, 0.63117)  -0.25
C (4.61657, 1.25745, 1.17593)  -0.24
C (4.87240, 0.04864, 1.91877)  -0.27
N (5.13542, -0.87730, 2.49966)  0.16
H (6.37044, 3.39910, -0.90935)  0.07
H (4.93036, 3.72101, 0.00880)  0.08
H (4.99409, 2.42970, -1.24461)  0.08
H (6.47491, 2.32029, 1.46841)  0.12
H (6.45667, 1.08159, 0.11965)  0.12
H (3.99653, 1.07319, 0.25928)  0.10
H (4.03555, 1.99381, 1.81762)  0.11
C (-7.02287, -0.85580, -2.47664)  -0.14
C (-5.71554, -0.30290, -1.81599)  -0.24
C (-4.49740, -1.15257, -2.19731)  -0.19
C (-4.17853, -1.03710, -3.59983)  -0.26
N (-3.93786, -0.99553, -4.71573)  0.17
H (-7.79791, -0.14250, -2.30413)  0.02
H (-7.31304, -1.81598, -2.08162)  0.06
H (-6.91236, -1.00937, -3.57952)  0.06
H (-5.82809, -0.21778, -0.76582)  0.08
H (-5.68829, 0.75747, -2.13233)  0.10
H (-4.54422, -2.24821, -1.96667)  0.14
H (-3.67093, -0.74937, -1.62620)  0.09
C (5.45263, -2.57310, -0.68454)  -0.09
C (4.67112, -3.37866, -1.72460)  -0.25
C (3.24325, -3.82682, -1.34971)  -0.18
C (2.35729, -2.97189, -0.61201)  -0.19
N (1.63060, -2.28279, -0.05736)  0.11
H (4.83254, -1.70802, -0.42167)  0.05
H (6.30513, -2.13207, -1.13578)  0.06
H (5.77632, -3.28908, 0.09875)  0.09
H (5.12559, -4.36675, -1.88982)  0.11
H (4.67352, -2.92294, -2.69800)  0.06
H (3.32428, -4.70406, -0.73698)  0.12
H (2.73455, -4.14817, -2.27579)  0.12
C (0.56065, 1.45791, 7.10501)  -0.15
C (0.98838, 1.54694, 5.67213)  -0.26
C (1.31996, 0.18407, 4.97850)  -0.18
C (0.20738, -0.76126, 5.18425)  -0.26
N (-0.59179, -1.58125, 5.33855)  0.15
H (-0.39347, 0.92423, 7.17949)  0.07
H (0.44162, 2.39718, 7.63394)  0.08
H (1.32476, 0.90725, 7.63015)  -0.01
H (1.87963, 2.19126, 5.57465)  0.12
H (0.16552, 2.02355, 5.06548)  0.11
H (2.17677, -0.31423, 5.45809)  0.11
H (1.62391, 0.28410, 3.88637)  0.09
C (-5.29703, -2.17469, 2.48870)  -0.10
C (-4.07747, -2.35452, 3.45055)  -0.23
C (-2.77839, -2.81300, 2.78444)  -0.18
C (-2.28737, -1.83550, 1.83835)  -0.21
N (-1.80606, -1.19391, 1.01511)  0.13
H (-5.43953, -2.92601, 1.72891)  0.06
H (-5.12265, -1.25441, 1.90309)  0.06
H (-6.29200, -2.01159, 2.91293)  0.07
H (-4.33303, -3.05276, 4.26491)  0.11
H (-3.97413, -1.35100, 3.95546)  0.11
H (-2.96494, -3.68862, 2.17890)  0.12
H (-1.92220, -3.02606, 3.46172)  0.11
C (-0.37787, -4.11601, -3.62572)  -0.09
C (-1.18913, -3.06807, -4.42301)  -0.23
C (-0.55709, -1.66854, -4.47904)  -0.16
C (-0.47650, -1.02632, -3.17985)  -0.12
N (-0.33491, -0.60528, -2.10582)  0.09
H (0.63923, -4.10861, -3.99883)  0.06
H (-0.65142, -5.14838, -3.76496)  0.06
H (-0.34412, -4.05338, -2.53071)  0.07
H (-2.21925, -3.02508, -4.07950)  0.08
H (-1.22743, -3.38466, -5.46680)  0.12
H (-1.02012, -1.10129, -5.23476)  0.11
H (0.42630, -1.88708, -4.85973)  0.11
C (-2.89465, 2.02951, 3.51842)  -0.10
C (-1.90886, 2.20297, 2.33132)  -0.25
C (-2.05984, 3.58012, 1.59777)  -0.15
C (-3.29843, 3.74692, 0.85018)  -0.23
N (-4.31472, 3.83335, 0.30826)  0.12
H (-3.88601, 2.26666, 3.11440)  0.07
H (-2.69101, 2.73528, 4.39604)  0.10
H (-2.93109, 1.00610, 3.91944)  0.05
H (-2.08969, 1.33631, 1.70278)  0.07
H (-0.90904, 2.06982, 2.71664)  0.04
H (-1.24584, 3.63836, 0.91779)  0.09
H (-2.05851, 4.39841, 2.32440)  0.13
C (-0.16633, 3.10759, -2.19932)  -0.15
C (0.49584, 3.43175, -3.50222)  -0.23
C (1.75017, 4.25927, -3.12715)  -0.18
C (1.58982, 5.71582, -2.97558)  -0.24
N (1.66066, 6.83101, -2.73350)  0.13
H (0.43243, 2.56878, -1.48873)  0.02
H (-1.05757, 2.51415, -2.43375)  0.07
H (-0.63165, 3.97915, -1.71308)  0.08
H (-0.11833, 3.90673, -4.26726)  0.12
H (0.74094, 2.44811, -3.83149)  0.09
H (2.53000, 4.16286, -3.91779)  0.13
H (2.23560, 3.88231, -2.17065)  0.13

Summary:
Energy above the lowest of the compared OMol25 structures with the same formula, charge and spin ... 63.46 kJ/mol
HOMO level ... -7.2 eV
E_LUMO ... -0.184 hartree
Frontier orbital gap ... 2.2 eV
Largest force on an atom ... 0.1599 hartree/bohr